{
  "formula": "C3H3ClOS",
  "method": "ωB97M-V with the def2-TZVPD basis set",
  "symbols": ["C", "C", "C", "H", "H", "H", "O", "S", "Cl"],
  "xyz": [[1.636, 0.109, 0.179], [0.457, -0.536, -0.057], [-1.786, 0.417, -0.113], [1.528, 1.163, 0.114], [-0.035, -1.505, 0.052], [-2.214, 1.409, -0.139], [-0.473, 0.582, 0.000], [-2.445, -1.004, 0.014], [3.330, -0.636, -0.050]],
  "atomic_forces_ev_per_a": [[0.66, -3.47, -1.91], [0.69, 2.95, 1.92], [1.53, 0.55, 0.79], [0.87, 0.77, 0.27], [0.78, 0.16, -0.50], [-0.52, 0.01, -0.24], [0.51, -0.39, -0.77], [-1.96, -1.60, -0.19], [-2.57, 1.03, 0.62]],
  "nbo_charge": [-0.170, 0.050, 0.031, 0.229, 0.254, 0.201, -0.500, -0.048, -0.046],
  "e_homo_ev": -9.410,
  "orbital_gap_ha": 0.34111,
  "e_tot_ha": -1049.64077,
  "de_lowest_kcal_mol": 46.2
}



{
  "formula": "C3H3ClS",
  "method": "ωB97M-V with the def2-TZVPD basis set",
  "symbols": ["C", "C", "C", "S", "Cl", "H", "H", "H"],
  "xyz": [[-0.049, 4.516, 0.568], [-0.615, 1.400, -0.602], [-0.060, 0.113, -0.147], [-0.127, 5.837, -0.199], [0.558, 2.543, -0.955], [-0.377, -0.627, -0.890], [-0.595, -0.165, 0.767], [1.022, 0.056, 0.001]],
  "atomic_forces_ev_per_a": [[-0.24, 0.93, 0.68], [-0.73, -0.20, -0.04], [0.42, 0.12, 0.08], [-0.02, -0.01, 0.01], [0.66, -0.82, -0.67], [-0.06, 0.00, -0.02], [-0.03, 0.01, -0.04], [-0.01, -0.04, 0.00]],
  "nbo_charge": [-0.211, 0.025, -0.791, 0.160, 0.081, 0.269, 0.262, 0.204],
  "e_homo_ev": -8.630,
  "orbital_gap_ha": 0.29873,
  "e_tot_ha": -974.27860,
  "de_lowest_kcal_mol": 103.6
}



{
  "formula": "C3H3ClS",
  "method": "ωB97M-V with the def2-TZVPD basis set",
  "symbols": ["C", "C", "C", "S", "Cl", "H", "H", "H"],
  "xyz": [[1.378, 0.706, 0.038], [-0.811, -0.995, -0.064], [-0.267, 0.255, 0.090], [-2.479, -1.351, -0.033], [-1.204, 1.625, 0.049], [1.487, 1.752, -0.203], [1.895, -0.249, 0.059], [0.001, -1.744, 0.065]],
  "atomic_forces_ev_per_a": [[-5.36, -2.85, 0.50], [2.24, 0.93, 1.02], [3.63, -0.01, -1.15], [0.19, -0.11, -0.10], [-1.35, 1.48, 0.18], [0.67, -0.31, -0.03], [1.02, 0.95, -0.19], [-1.03, -0.09, -0.24]],
  "nbo_charge": [-0.296, -0.504, -0.100, 0.200, 0.054, 0.214, 0.196, 0.235],
  "spin_multiplicity": 3,
  "e_homo_ev": [-8.132, -8.674],
  "orbital_gap_ha": [0.33214, 0.22308],
  "e_tot_ha": -974.32373,
  "de_lowest_kcal_mol": 12.2,
  "s2": 2.009
}



{
  "formula": "C3H3ClS",
  "method": "ωB97M-V with the def2-TZVPD basis set",
  "symbols": ["C", "C", "C", "S", "Cl", "H", "H", "H"],
  "xyz": [[-0.325, 1.132, -0.944], [-0.419, 1.503, 0.187], [1.287, -1.081, 0.604], [0.118, -1.781, 1.385], [-1.545, -1.825, 0.078], [-0.253, 1.090, -2.016], [-0.138, 1.783, 1.148], [1.275, -0.823, -0.442]],
  "atomic_forces_ev_per_a": [[-0.26, 0.78, -1.17], [0.60, -0.20, -0.58], [1.13, 1.40, -2.47], [-2.72, -2.03, 2.30], [0.69, 0.12, 0.33], [-0.19, -0.42, 0.40], [-0.28, 0.24, 1.19], [1.04, 0.10, 0.00]],
  "nbo_charge": [-0.252, -0.215, -0.389, 0.362, -0.167, 0.239, 0.229, 0.193],
  "spin_multiplicity": 3,
  "e_homo_ev": [-7.276, -10.325],
  "orbital_gap_ha": [0.26419, 0.28796],
  "e_tot_ha": -974.23639,
  "de_lowest_kcal_mol": 67.0,
  "s2": 2.015
}



{
  "formula": "C3H3ClS2",
  "method": "ωB97M-V with the def2-TZVPD basis set",
  "symbols": ["C", "C", "C", "H", "H", "H", "S", "S", "Cl"],
  "xyz": [[0.892, -0.423, -0.162], [-0.451, 0.199, -0.047], [-0.647, 1.498, 0.148], [-0.073, -2.610, 0.314], [-1.663, 1.966, 0.072], [0.271, 1.943, 0.479], [1.202, -2.126, -0.029], [2.248, 0.423, -0.387], [-1.780, -0.870, -0.388]],
  "atomic_forces_ev_per_a": [[0.17, -0.35, 0.56], [-0.43, -0.46, -0.74], [-0.78, -0.57, 0.31], [1.22, 0.53, -0.38], [1.37, -0.41, 0.28], [-0.06, 1.09, -0.18], [-1.63, -0.67, 0.43], [0.45, 0.77, -0.21], [-0.32, 0.07, -0.08]],
  "nbo_charge": [-0.353, -0.128, -0.319, 0.136, 0.236, 0.237, 0.144, 0.045, 0.001],
  "e_homo_ev": -8.984,
  "orbital_gap_ha": 0.29226,
  "e_tot_ha": -1372.62909,
  "de_lowest_kcal_mol": 13.5
}



{
  "formula": "C3H3CsFO2",
  "method": "ωB97M-V with the def2-TZVPD basis set",
  "symbols": ["H", "F", "O", "O", "C", "C", "C", "H", "H", "Cs"],
  "xyz": [[3.706, 1.335, 0.962], [0.487, -2.094, -1.903], [1.965, -0.843, -0.132], [1.914, 1.314, 0.104], [3.286, -0.513, -0.065], [3.258, 0.895, 0.067], [1.410, 0.320, -0.730], [3.899, -1.223, 0.487], [2.429, 0.918, -1.574], [-2.271, 0.253, -0.717]],
  "atomic_forces_ev_per_a": [[1.17, 0.34, -1.08], [-0.86, 0.62, 0.16], [0.31, -0.09, -2.84], [-0.63, 0.21, 0.95], [-2.27, 3.00, 3.02], [0.66, -1.85, 2.25], [2.89, 0.62, -0.55], [0.39, 0.11, -0.94], [-2.49, -2.39, -0.66], [0.83, -0.57, -0.31]],
  "nbo_charge": [0.226, -0.923, -0.464, -0.589, 0.139, -0.108, 0.368, 0.223, 0.137, 0.991],
  "spin_multiplicity": 2,
  "e_homo_ev": [-7.188, -6.877],
  "orbital_gap_ha": [0.22742, 0.21244],
  "e_tot_ha": -386.27033,
  "de_lowest_kcal_mol": 0.0,
  "s2": 0.757
}



{
  "formula": "C3H3CuFO",
  "method": "ωB97M-V with the def2-TZVPD basis set",
  "symbols": ["H", "O", "C", "C", "C", "F", "H", "H", "Cu"],
  "xyz": [[-1.556, 0.419, 2.087], [-0.223, 0.472, -1.404], [0.326, 0.470, 1.114], [-0.599, 0.955, 2.137], [0.131, 0.693, -0.312], [0.873, -0.758, 1.335], [-0.755, 2.038, 2.056], [0.268, 0.812, 2.920], [-0.765, -1.430, -2.281]],
  "atomic_forces_ev_per_a": [[0.54, -0.14, 0.84], [-0.02, -0.03, -2.00], [-2.01, -0.10, -7.47], [2.86, 1.12, 1.11], [0.93, -1.98, 7.00], [0.57, 0.70, -0.11], [0.00, -0.34, 0.08], [-2.95, 0.17, 0.32], [0.08, 0.60, 0.23]],
  "nbo_charge": [0.250, -0.620, 0.198, -0.691, 0.671, -0.307, 0.261, 0.277, 0.961],
  "charge": 1,
  "e_homo_ev": [-12.743, -12.740],
  "orbital_gap_ha": [0.22469, 0.22460],
  "e_tot_ha": -1931.25888
}



{
  "formula": "C3H3CuLiO2",
  "method": "ωB97M-V with the def2-TZVPD basis set",
  "symbols": ["O", "C", "C", "Cu", "H", "H", "H", "O", "C", "Li"],
  "xyz": [[-0.087, 1.041, -2.031], [-0.445, 1.496, -3.202], [-0.730, 2.797, -3.444], [-0.781, -0.336, -0.570], [-0.539, 0.774, -4.034], [-1.065, 3.101, -4.436], [-0.620, 3.546, -2.654], [0.732, -1.980, 1.117], [-0.183, -2.536, 1.468], [1.746, -0.221, -0.627]],
  "atomic_forces_ev_per_a": [[1.47, -2.40, 4.09], [-1.52, 1.13, -2.18], [0.23, -0.79, 0.31], [-0.36, 1.41, -1.76], [0.07, 0.21, 0.43], [0.34, -0.07, 0.31], [-0.20, -0.26, -0.31], [0.57, 0.57, -0.44], [-0.61, -0.40, 0.27], [0.01, 0.59, -0.71]],
  "nbo_charge": [-0.989, 0.136, -0.486, 0.781, 0.147, 0.220, 0.201, -0.595, 0.612, 0.972],
  "charge": 1,
  "e_homo_ev": [-11.145, -11.152],
  "orbital_gap_ha": [0.18652, 0.18681],
  "e_tot_ha": -1914.25376,
  "de_lowest_kcal_mol": 0.0
}



{
  "formula": "C3H3CuMgO2",
  "method": "ωB97M-V with the def2-TZVPD basis set",
  "symbols": ["C", "C", "H", "H", "H", "O", "C", "O", "Cu", "Mg"],
  "xyz": [[1.197, -0.621, -0.836], [1.641, -1.566, 0.013], [2.180, -2.430, -0.377], [1.426, -0.727, -1.908], [1.427, -1.523, 1.083], [-4.510, 1.718, 2.134], [-3.718, 1.558, 1.352], [0.514, 0.478, -0.501], [-1.618, 0.797, -0.295], [1.461, 2.315, -0.664]],
  "atomic_forces_ev_per_a": [[0.54, -1.39, 0.04], [-0.35, 0.24, -0.33], [-0.11, 0.30, 0.12], [-0.07, 0.00, 0.30], [0.10, 0.04, -0.33], [0.40, -0.01, -0.38], [-0.06, -0.17, 0.08], [-1.17, 0.94, 0.26], [1.29, 0.19, 0.15], [-0.58, -0.15, 0.10]],
  "nbo_charge": [0.131, -0.538, 0.203, 0.145, 0.193, -0.447, 0.497, -1.108, 0.691, 0.234],
  "e_homo_ev": [-5.692, -5.689],
  "orbital_gap_ha": [0.16968, 0.16951],
  "e_tot_ha": -2107.05287
}



{
  "formula": "C3H3CuO2",
  "method": "ωB97M-V with the def2-TZVPD basis set",
  "symbols": ["H", "O", "O", "C", "C", "C", "H", "H", "Cu"],
  "xyz": [[-3.773, -0.109, -0.001], [-1.628, -1.168, 1.225], [-2.044, -1.916, 3.209], [-2.791, 0.314, -0.243], [-1.747, 0.034, 0.583], [-2.600, -1.445, 2.199], [-0.790, 0.394, 0.163], [-2.668, 1.331, 0.533], [-0.301, -2.289, 3.844]],
  "atomic_forces_ev_per_a": [[0.48, -0.49, -0.04], [2.37, 1.32, -0.28], [-1.05, -0.01, -0.81], [-1.14, 3.62, 2.68], [0.28, -4.37, -2.57], [-1.10, -0.24, 1.75], [-0.08, 0.59, 1.54], [-0.43, -0.30, -2.42], [0.69, -0.12, 0.16]],
  "nbo_charge": [0.193, -0.600, -0.886, -0.580, 0.156, 0.338, 0.189, 0.217, -0.027],
  "charge": -1,
  "spin_multiplicity": 2,
  "e_homo_ev": [-1.750, -3.837],
  "orbital_gap_ha": [0.21410, 0.28776],
  "e_tot_ha": -1906.87696,
  "de_lowest_kcal_mol": 75.1,
  "s2": 0.753
}



{
  "formula": "C3H3CuO2",
  "method": "ωB97M-V with the def2-TZVPD basis set",
  "symbols": ["H", "O", "O", "C", "C", "C", "H", "H", "Cu"],
  "xyz": [[-0.258, -2.192, 0.107], [-1.052, 1.094, 0.168], [2.438, 0.529, -0.112], [0.136, 0.372, 0.405], [-0.821, -0.650, -0.159], [1.286, 0.707, -0.552], [0.429, 0.322, 1.477], [-1.536, -0.998, 0.610], [-0.621, 0.815, -1.944]],
  "atomic_forces_ev_per_a": [[0.17, 0.43, -0.50], [0.20, 3.18, 0.48], [-1.28, 0.49, -1.12], [-2.20, -0.85, -0.04], [0.91, -2.84, 0.21], [1.21, -0.35, 0.78], [0.11, -0.01, -0.43], [0.27, 0.72, -0.52], [0.62, -0.76, 1.14]],
  "nbo_charge": [-0.384, -0.871, -0.726, -0.201, -0.619, 0.228, 0.130, 0.145, 0.296],
  "charge": -2,
  "e_homo_ev": [2.411, 2.414],
  "orbital_gap_ha": [0.14555, 0.14552],
  "e_tot_ha": -1906.71338,
  "de_lowest_kcal_mol": 52.9
}



{
  "formula": "C3H3CuO3",
  "method": "ωB97M-V with the def2-TZVPD basis set",
  "symbols": ["C", "C", "O", "C", "O", "H", "H", "H", "O", "Cu"],
  "xyz": [[-1.973, -0.937, -0.037], [-2.180, 0.538, -0.108], [-0.928, 1.118, -0.087], [-0.009, 0.175, 0.188], [-0.537, -1.022, 0.203], [-2.490, -1.427, 0.801], [-2.978, 1.104, -0.579], [-2.207, -1.471, -0.971], [1.178, 0.416, 0.214], [3.247, -0.394, -0.447]],
  "atomic_forces_ev_per_a": [[-0.24, -0.07, 0.14], [-0.17, -0.13, -0.09], [0.38, 0.18, 0.52], [-0.35, 0.22, -1.61], [-0.26, -0.41, 0.33], [0.16, 0.11, -0.24], [0.33, -0.18, 0.17], [0.15, 0.07, 0.24], [1.21, -0.21, 0.12], [-1.20, 0.42, 0.44]],
  "nbo_charge": [-0.157, 0.109, -0.440, 1.017, -0.451, 0.235, 0.221, 0.225, -0.738, 0.980],
  "charge": 1,
  "spin_multiplicity": 2,
  "e_homo_ev": [-11.898, -15.843],
  "orbital_gap_ha": [0.20945, 0.35443],
  "e_tot_ha": -1981.96406,
  "de_lowest_kcal_mol": 25.1,
  "s2": 0.753
}



Number 8 is which compound? C3H3CuLiO2